A cluster of 4 separate species, C8H14Cl8N2O2 in total. Source: the Open Molecules 2025 dataset; level of theory: ωB97M-V/def2-TZVPD.

The geometry in XYZ format:
```
34
C8H14Cl8N2O2 | the Open Molecules 2025 dataset | ωB97M-V/def2-TZVPD
C -0.131 -0.088 1.958
O 0.128 0.922 1.316
N 0.805 -0.911 2.424
C 0.700 -2.204 3.164
C 2.274 -0.469 2.321
H -1.153 -0.472 2.101
H -0.376 -2.374 3.223
H 1.022 -2.152 4.204
H 1.050 -3.150 2.751
H 2.480 0.206 1.490
H 2.592 -0.011 3.257
H 2.834 -1.402 2.247
C -0.142 4.232 -2.849
O 0.124 5.109 -3.620
N -1.378 3.880 -2.504
C -1.786 3.094 -1.367
C -2.563 4.092 -3.325
H 0.585 3.641 -2.269
H -2.381 3.721 -0.703
H -0.943 2.758 -0.764
H -2.377 2.205 -1.587
H -3.194 4.792 -2.777
H -2.258 4.585 -4.248
H -3.077 3.193 -3.664
C 0.032 -5.709 1.855
Cl 0.499 -4.895 0.354
Cl -1.267 -4.732 2.650
Cl -0.523 -7.376 1.392
Cl 1.452 -5.883 2.991
C 1.420 -0.897 -2.008
Cl 0.062 -1.918 -1.304
Cl 2.720 -0.782 -0.868
Cl 1.959 -1.711 -3.425
Cl 0.812 0.706 -2.416
```

* spin multiplicity: 2
* E: -4254.33301 hartree
* HOMO energy (alpha / beta): -13.38 / -11.42 eV
* orbital gap (alpha / beta): 10.70 / 1.99 eV
* molar mass: 453.84 g/mol
* LUMO (alpha / beta): -2.672 / -9.426 eV
* net charge: +1

Let us look at the Löwdin charges, expressed in e, one per atom: C -0.332; O 0.026; N -0.082; C -0.058; C -0.028; H 0.148; H 0.033; H 0.109; H 0.021; H 0.032; H 0.101; H 0.085; C -0.232; O 0.273; N -0.150; C -0.051; C -0.012; H 0.162; H 0.110; H 0.078; H 0.106; H 0.112; H 0.099; H 0.111; C -1.913; Cl 0.503; Cl 0.540; Cl 0.514; Cl 0.508; C -2.037; Cl 0.469; Cl 0.617; Cl 0.591; Cl 0.546